# 1
Entry from the OMol25 dataset: C27H28As2Cl5N2OPd as an isolated structure (ωB97M-V/def2-TZVPD).

Gap between HOMO and LUMO (spin up / spin down): 8.45 / 7.01 eV
E_LUMO (spin up / spin down): -1.81 / -4.09 eV
Spin multiplicity: 3
HOMO (spin up / spin down): -10.260 / -11.107 eV
Energy above the lowest of the compared OMol25 structures with the same formula, charge and spin: 9.6 kJ/mol
Largest force on an atom: 0.81 eV/A
Charge: +1
E: -221243.3475 eV

Each line ends with the natural charge from an NBO analysis.
Atoms and positions in Å:
1 Pd -0.417 0.119 0.799  0.672
2 C 2.756 -1.758 1.525  -0.946
3 As 1.017 -1.299 2.209  1.077
4 C 1.366 -0.804 4.040  -0.944
5 C 0.142 -3.007 2.445  -0.363
6 C 0.855 -4.071 2.996  -0.198
7 C 0.220 -5.274 3.260  -0.185
8 C -1.133 -5.417 2.979  -0.198
9 C -1.840 -4.366 2.417  -0.155
10 C -1.207 -3.157 2.136  -0.352
11 As -2.163 -1.745 1.189  1.024
12 C -3.988 -1.992 1.766  -0.944
13 C -2.198 -2.559 -0.584  -0.941
14 H 3.345 -2.235 2.306  0.234
15 H 3.253 -0.849 1.191  0.248
16 H 2.632 -2.422 0.673  0.259
17 H 1.875 -1.634 4.528  0.237
18 H 0.421 -0.600 4.539  0.254
19 H 1.991 0.086 4.072  0.244
20 H 1.907 -3.966 3.231  0.216
21 H 0.778 -6.096 3.689  0.231
22 H -1.636 -6.352 3.190  0.230
23 H -2.891 -4.501 2.191  0.210
24 H -4.396 -2.871 1.270  0.238
25 H -4.568 -1.115 1.488  0.257
26 H -4.013 -2.116 2.846  0.249
27 H -2.345 -3.633 -0.481  0.234
28 H -1.249 -2.361 -1.081  0.248
29 H -3.009 -2.127 -1.167  0.241
30 Cl -3.243 0.895 -0.935  0.005
31 C -2.821 1.996 0.359  -0.085
32 C -1.744 1.700 1.169  -0.374
33 C -1.432 2.630 2.151  0.026
34 Cl -0.084 2.316 3.218  -0.006
35 C -2.147 3.811 2.328  -0.128
36 Cl -1.699 4.935 3.548  0.072
37 C -3.234 4.075 1.495  -0.085
38 Cl -4.135 5.522 1.686  0.081
39 C -3.578 3.161 0.503  -0.083
40 Cl -4.911 3.474 -0.535  0.071
41 C 1.786 3.669 -3.218  -0.425
42 N 1.950 2.690 -2.150  -0.164
43 N 1.428 1.417 -2.243  -0.237
44 C 1.457 0.830 -1.005  0.562
45 O 1.078 -0.369 -0.818  -0.734
46 C 1.952 1.815 -0.112  -0.442
47 C 2.223 2.939 -0.858  0.281
48 C 2.695 4.280 -0.416  -0.661
49 C 1.326 0.720 -3.489  0.179
50 C 2.408 0.675 -4.353  -0.252
51 C 2.287 -0.018 -5.548  -0.183
52 C 1.102 -0.675 -5.855  -0.195
53 C 0.032 -0.632 -4.971  -0.194
54 C 0.136 0.076 -3.783  -0.219
55 H 1.357 3.171 -4.081  0.246
56 H 2.753 4.084 -3.494  0.225
57 H 1.117 4.466 -2.899  0.221
58 H 2.108 1.706 0.948  0.248
59 H 2.835 4.283 0.662  0.248
60 H 1.966 5.054 -0.665  0.241
61 H 3.639 4.541 -0.894  0.243
62 H 3.335 1.172 -4.093  0.226
63 H 3.122 -0.056 -6.234  0.228
64 H 1.013 -1.221 -6.784  0.228
65 H -0.892 -1.141 -5.211  0.227
66 H -0.690 0.132 -3.086  0.232

=====

# 2
Entry from the OMol25 dataset: C36H30BCoN3O3P2 as an isolated structure (ωB97M-V/def2-TZVPD).

Gap between HOMO and LUMO (spin up / spin down): 5.38 / 7.00 eV
E_LUMO (spin up / spin down): -0.72 / -1.38 eV
Spin multiplicity: 4
HOMO (spin up / spin down): -6.097 / -8.386 eV
Energy above the lowest of the compared OMol25 structures with the same formula, charge and spin: 6.3 kJ/mol
Largest force on an atom: 5.26 eV/A
Charge: 0
E: -105306.3245 eV

Each line ends with the Mulliken spin population.
Atoms and positions in Å:
1 Co -0.808 0.322 1.134  2.012
2 C 1.710 -0.501 -2.058  -0.023
3 C 0.259 -1.094 -2.176  0.026
4 P -0.045 -2.559 -0.939  0.009
5 C -0.560 -3.894 -2.109  0.002
6 C -1.842 -4.474 -2.160  0.003
7 C -2.159 -5.536 -3.020  0.000
8 C -1.212 -6.058 -3.875  0.000
9 C 0.086 -5.548 -3.763  0.000
10 C 0.406 -4.427 -2.999  0.002
11 C -1.517 -2.133 0.001  0.094
12 C -1.987 -0.740 0.087  -0.089
13 C -2.942 -0.468 1.123  -0.031
14 C -3.584 -1.433 1.876  0.028
15 C -3.208 -2.767 1.678  0.025
16 C -2.124 -3.087 0.812  0.021
17 C 1.832 0.844 -1.390  0.024
18 P 1.158 0.965 0.348  0.349
19 C 1.970 2.491 0.780  -0.002
20 C 1.754 3.638 0.018  -0.005
21 C 2.461 4.799 0.260  0.006
22 C 3.457 4.787 1.280  -0.002
23 C 3.663 3.633 2.028  0.002
24 C 2.854 2.530 1.885  -0.005
25 C 2.243 -0.288 1.083  0.223
26 C 1.486 -1.329 1.601  0.108
27 C 2.151 -2.425 2.105  0.003
28 C 3.556 -2.476 2.123  0.000
29 C 4.281 -1.363 1.681  0.011
30 C 3.594 -0.253 1.138  -0.044
31 H 2.107 -0.504 -3.072  -0.002
32 H 2.250 -1.296 -1.471  0.002
33 H 0.123 -1.529 -3.221  0.001
34 H -0.457 -0.329 -1.997  0.003
35 H -2.608 -3.994 -1.462  -0.001
36 H -3.213 -5.837 -3.026  0.000
37 H -1.526 -6.959 -4.504  0.000
38 H 0.909 -5.972 -4.334  0.000
39 H 1.475 -4.152 -3.056  0.000
40 H -1.990 -0.173 -0.848  0.033
41 H -3.357 0.580 1.118  -0.010
42 H -4.353 -1.228 2.605  0.004
43 H -3.635 -3.605 2.275  0.001
44 H -1.692 -4.105 0.817  0.001
45 H 1.284 1.520 -2.103  0.001
46 H 2.827 1.164 -1.321  0.001
47 H 1.031 3.639 -0.803  0.010
48 H 2.219 5.679 -0.365  0.000
49 H 3.944 5.746 1.500  0.000
50 H 4.448 3.626 2.775  0.000
51 H 2.941 1.648 2.510  0.001
52 H 0.334 -1.192 1.607  -0.150
53 H 1.491 -3.186 2.464  0.002
54 H 4.055 -3.305 2.636  0.000
55 H 5.335 -1.431 1.732  -0.001
56 H 4.121 0.614 0.728  0.005
57 O -1.165 1.877 -1.599  -0.081
58 B -0.820 1.872 -0.158  0.318
59 O -1.499 3.041 0.387  -0.037
60 C -2.413 3.478 -0.585  0.014
61 C -3.222 4.587 -0.550  -0.004
62 C -3.719 5.102 -1.814  0.002
63 C -3.466 4.466 -2.997  -0.001
64 C -2.631 3.317 -3.039  0.004
65 C -2.130 2.857 -1.847  0.007
66 H -3.511 5.107 0.378  0.000
67 H -4.281 6.045 -1.779  0.000
68 H -3.859 4.830 -3.933  0.000
69 H -2.279 2.933 -3.987  0.000
70 O -1.473 1.571 3.148  0.056
71 N -0.616 0.653 3.164  0.090
72 C -0.092 0.316 4.336  -0.010
73 C 1.077 -0.433 4.525  0.006
74 N 2.026 -1.073 4.761  -0.005
75 C -0.378 1.153 5.432  0.001
76 N -0.544 1.723 6.425  -0.005

=====

# 3
Entry from the OMol25 dataset: C49H36N3O8S3Ta as an isolated structure (ωB97M-V/def2-TZVPD).

Gap between HOMO and LUMO: 6.29 eV
E_LUMO: -6.33 eV
Spin multiplicity: 1
HOMO: -12.619 eV
Energy above the lowest of the compared OMol25 structures with the same formula, charge and spin: 485.0 kJ/mol
Largest force on an atom: 3.11 eV/A
Charge: +2
E: -106290.1400 eV

Each line ends with the Löwdin charge.
Atoms and positions in Å:
1 Ta 0.814 -2.454 0.074  1.851
2 C -1.334 1.318 6.862  -0.029
3 C -1.070 0.839 5.475  -0.241
4 C -1.873 1.255 4.414  0.004
5 C -1.578 0.887 3.118  -0.034
6 C -0.479 0.079 2.882  -0.346
7 C 0.295 -0.405 3.922  -0.076
8 C -0.003 -0.022 5.214  -0.007
9 S 0.038 -0.181 1.180  0.957
10 O -1.185 -0.107 0.390  -0.465
11 C 0.697 1.504 1.076  -0.254
12 C 1.468 1.887 2.189  -0.087
13 C 1.415 3.156 2.681  0.021
14 C 0.395 4.012 2.209  -0.154
15 C 0.020 5.169 2.917  -0.010
16 C -1.056 5.910 2.515  -0.044
17 C -1.788 5.524 1.385  -0.036
18 C -1.403 4.443 0.636  -0.016
19 C -0.291 3.663 1.014  -0.138
20 C 0.056 2.461 0.291  -0.083
21 C -0.222 2.452 -1.149  -0.062
22 C -0.074 3.764 -1.764  -0.113
23 C 0.780 4.747 -1.218  -0.022
24 C 0.905 5.983 -1.798  -0.032
25 C 0.176 6.315 -2.948  -0.041
26 C -0.604 5.365 -3.545  -0.008
27 C -0.704 4.070 -2.997  -0.149
28 C -1.347 3.037 -3.707  0.019
29 C -1.164 1.756 -3.286  -0.109
30 C -0.590 1.442 -2.031  -0.273
31 S -0.234 -0.327 -2.278  1.231
32 O 0.699 -0.972 -1.188  -0.683
33 C -1.819 -1.134 -2.099  -0.398
34 C -1.866 -2.428 -2.605  -0.090
35 C -3.001 -3.197 -2.425  -0.010
36 C -4.108 -2.668 -1.766  -0.246
37 C -5.342 -3.469 -1.549  -0.022
38 C -4.058 -1.347 -1.320  0.006
39 C -2.932 -0.571 -1.489  -0.057
40 H -2.010 2.168 6.858  0.085
41 H -0.405 1.603 7.352  0.091
42 H -1.787 0.526 7.458  0.099
43 H -2.725 1.890 4.605  0.127
44 H -2.170 1.230 2.284  0.125
45 H 1.133 -1.056 3.708  0.100
46 H 0.605 -0.377 6.033  0.127
47 H 2.087 1.139 2.661  0.114
48 H 2.043 3.469 3.499  0.129
49 H 0.575 5.432 3.806  0.121
50 H -1.363 6.777 3.077  0.116
51 H -2.668 6.079 1.103  0.116
52 H -1.989 4.154 -0.222  0.130
53 H 1.383 4.519 -0.354  0.125
54 H 1.584 6.704 -1.369  0.117
55 H 0.270 7.302 -3.376  0.118
56 H -1.123 5.573 -4.468  0.123
57 H -1.870 3.260 -4.621  0.131
58 H -1.485 0.931 -3.907  0.110
59 H -1.017 -2.835 -3.136  0.100
60 H -3.022 -4.215 -2.784  0.122
61 H -5.257 -4.461 -1.983  0.086
62 H -6.197 -2.960 -1.990  0.097
63 H -5.538 -3.566 -0.482  0.096
64 H -4.916 -0.929 -0.818  0.132
65 H -2.908 0.444 -1.134  0.116
66 O -0.749 -4.898 2.809  0.218
67 C -0.547 -4.193 1.874  -0.434
68 O 0.611 -3.739 1.444  -0.180
69 C -1.671 -3.535 0.958  -0.448
70 O -2.830 -3.792 1.054  0.210
71 O -1.078 -2.690 0.178  -0.177
72 O 2.617 -2.857 -0.950  -0.207
73 N 2.588 -3.541 -2.047  0.077
74 N 1.478 -4.066 -2.302  -0.162
75 O 0.474 -3.912 -1.465  -0.154
76 C 1.251 -4.747 -3.511  -0.181
77 C 0.142 -5.583 -3.627  -0.003
78 C -0.114 -6.192 -4.841  -0.044
79 C 0.722 -5.964 -5.926  -0.039
80 C 1.840 -5.148 -5.794  -0.043
81 C 2.114 -4.532 -4.589  0.005
82 H -0.497 -5.749 -2.772  0.120
83 H -0.970 -6.840 -4.947  0.118
84 H 0.501 -6.418 -6.878  0.118
85 H 2.491 -4.981 -6.638  0.119
86 H 2.960 -3.875 -4.463  0.116
87 S 4.464 -2.476 3.179  1.189
88 C 3.009 -2.812 2.388  -0.429
89 N 2.618 -1.966 1.460  -0.113
90 C 3.542 -0.948 1.317  -0.319
91 C 3.487 0.114 0.414  -0.039
92 C 4.490 1.059 0.449  -0.042
93 C 5.556 0.962 1.348  -0.042
94 C 5.647 -0.098 2.225  -0.055
95 C 4.632 -1.045 2.204  -0.427
96 H 2.435 -3.684 2.648  0.091
97 H 2.678 0.171 -0.301  0.091
98 H 4.457 1.891 -0.234  0.119
99 H 6.322 1.720 1.348  0.120
100 H 6.477 -0.197 2.905  0.122